Entry 1:
ORCA calculation (wB97M-V/def2-TZVPD) on the ion C3H11N2 with charge +1 at a distorted geometry.

Geometry as ORCA input:
```
! wB97M-V def2-TZVPD RIJCOSX def2/J DEFGRID3
* xyz 1 1
C 0.76 -0.52 1.70
N 0.94 -0.39 0.20
C -0.14 -0.99 -0.66
C -1.21 0.24 -0.90
N -0.34 1.49 -0.64
H 0.96 -1.57 1.93
H -0.10 -0.04 2.10
H 1.61 0.17 2.01
H 1.88 -0.76 0.01
H 0.39 -1.36 -1.57
H -0.79 -1.82 -0.20
H -1.78 0.21 -1.93
H -1.99 0.33 -0.21
H 0.19 1.68 -1.46
H -0.91 2.34 -0.35
H 0.53 0.97 -0.02
*
```

Results
Orbital gap in eV: 11.789
Structure (SMILES): CNCC[NH3+]
LUMO in eV: -3.1
Energy above the lowest of the compared OMol25 structures with the same formula, charge and spin in kcal per mole: 37.2
Highest occupied orbital energy in Ha: -0.54815



Entry 2:
ORCA calculation (wB97M-V/def2-TZVPD) on a structure of composition C31H55AuO6Si at a distorted geometry.

Geometry as ORCA input:
```
! wB97M-V def2-TZVPD RIJCOSX def2/J DEFGRID3
* xyz 0 3
O -0.20 -0.15 -7.01
C -0.17 1.08 -7.75
C -0.26 0.36 -9.09
H 0.77 1.61 -7.58
H -1.04 1.70 -7.52
C -0.19 -0.92 -8.23
H 0.59 0.52 -9.76
H -1.22 0.49 -9.60
C 1.10 -1.71 -8.37
H 1.97 -1.05 -8.26
H 1.12 -2.18 -9.37
H 1.13 -2.50 -7.62
C -1.40 -1.83 -8.29
H -2.32 -1.28 -8.10
H -1.29 -2.64 -7.56
H -1.44 -2.28 -9.29
Au -0.55 -0.15 -0.07
C -3.25 -0.81 0.91
C -2.56 0.43 0.69
C -2.47 0.63 -0.79
H -2.32 1.20 1.42
C -3.12 -0.52 -1.38
C -3.56 -1.38 -0.35
H -4.13 -2.29 -0.50
H -3.54 -1.21 1.88
H -2.29 1.59 -1.26
H -3.31 -0.65 -2.45
C 0.47 -2.11 0.76
C -0.04 -3.12 -0.12
C 0.46 -2.87 -1.42
H -0.64 -3.97 0.18
C 1.36 -1.77 -1.39
C 1.37 -1.24 -0.04
H 2.11 -0.58 0.40
H 0.40 -2.09 1.84
H 0.27 -3.49 -2.30
H 1.98 -1.43 -2.21
O 0.90 -0.62 -4.83
C -0.49 -0.97 -4.63
C -1.38 0.27 -4.70
H -0.57 -1.38 -3.61
H -0.78 -1.73 -5.36
C -0.39 1.45 -4.55
H -2.15 0.26 -3.92
H -1.88 0.35 -5.67
C 0.99 0.77 -4.44
H -0.62 2.04 -3.65
H -0.47 2.11 -5.42
H 1.32 0.79 -3.37
H 1.76 1.28 -5.04
C 1.06 3.85 3.42
C 1.91 2.76 4.05
C 2.90 2.26 3.00
C 2.69 3.32 5.24
O 1.07 1.69 4.51
Si 0.39 0.59 3.43
O 0.06 1.15 2.00
O 1.43 -0.70 3.36
C 1.99 -1.54 4.38
C 3.03 -2.42 3.69
C 2.65 -0.70 5.48
C 0.93 -2.41 5.04
O -0.88 -0.02 4.30
C -1.92 0.69 5.00
C -3.19 -0.12 4.80
C -1.56 0.77 6.48
C -2.11 2.12 4.50
H 1.71 4.67 3.09
H 0.33 4.23 4.15
H 0.52 3.43 2.56
H 3.51 1.44 3.40
H 2.37 1.92 2.11
H 3.56 3.10 2.73
H 3.34 4.13 4.87
H 2.02 3.71 6.01
H 3.32 2.54 5.69
H 3.83 -1.81 3.27
H 3.47 -3.13 4.41
H 2.57 -2.99 2.87
H 1.90 -0.10 6.01
H 3.11 -1.38 6.21
H 3.41 -0.04 5.07
H 0.19 -1.79 5.57
H 0.40 -3.01 4.30
H 1.41 -3.07 5.77
H -3.05 -1.14 5.19
H -4.03 0.34 5.32
H -3.43 -0.19 3.73
H -0.64 1.35 6.62
H -2.37 1.28 7.03
H -1.42 -0.23 6.91
H -1.24 2.74 4.75
H -2.27 2.15 3.41
H -2.99 2.55 4.99
*
```

Results
Orbital gap (spin up / spin down) in eV: 8.909 / 5.428
LUMO (spin up / spin down) in eV: 0.5 / -2.7
Energy above the lowest of the compared OMol25 structures with the same formula, charge and spin in kcal per mole: 10.3
Highest occupied orbital energy (spin up / spin down) in Ha: -0.30839 / -0.29878
Expectation value of S²: 2.036



Entry 3:
ORCA calculation (wB97M-V/def2-TZVPD) on an isolated molecule of C5H13N at a distorted geometry.

Geometry as ORCA input:
```
! wB97M-V def2-TZVPD RIJCOSX def2/J DEFGRID3
* xyz 0 1
C -2.33 -1.34 -0.13
C -0.96 -1.19 0.70
N -0.41 0.16 0.57
C 0.95 0.29 0.00
C 0.78 0.89 -1.40
C 1.92 1.17 0.86
H -2.40 -1.03 -1.23
H -2.41 -2.43 -0.09
H -3.06 -0.85 0.49
H -0.23 -2.04 0.47
H -1.26 -1.40 1.65
H -1.06 0.86 0.09
H 1.71 -0.63 -0.20
H 1.25 1.94 -1.51
H -0.17 0.97 -1.77
H 1.25 0.20 -2.07
H 2.61 1.95 0.43
H 2.57 0.74 1.62
H 1.24 1.74 1.53
*
```

Results
Orbital gap in eV: 9.524
Structure (SMILES): CCNC(C)C
LUMO in eV: 1.2
Energy above the lowest of the compared OMol25 structures with the same formula, charge and spin in kcal per mole: 57.3
Highest occupied orbital energy in Ha: -0.30757



Entry 4:
ORCA calculation (wB97M-V/def2-TZVPD) on a cluster of 3 separate species, C4H12O3 in total at a distorted geometry.

Geometry as ORCA input:
```
! wB97M-V def2-TZVPD RIJCOSX def2/J DEFGRID3
* xyz 0 1
C 0.62 0.15 2.34
C 0.25 0.17 0.87
C -0.02 -0.92 0.16
C 0.07 -0.90 -1.35
O -1.17 -1.29 -1.99
H 1.08 1.09 2.61
H -0.24 -0.08 2.97
H 1.38 -0.61 2.53
H 0.02 1.17 0.54
H -0.46 -1.81 0.57
H 0.80 -1.64 -1.64
H 0.31 0.12 -1.64
H -1.31 -2.21 -1.76
O 3.03 0.87 -0.63
H 2.35 0.87 0.06
H 2.87 1.69 -1.10
O -2.72 1.30 0.74
H -3.25 2.04 0.43
H -2.14 1.09 0.00
*
```

Results
Orbital gap in eV: 9.987
Structure (SMILES): C/C=C/CO.O.O
LUMO in eV: 0.7
Energy above the lowest of the compared OMol25 structures with the same formula, charge and spin in kcal per mole: 39.3
Highest occupied orbital energy in Ha: -0.34164



Entry 5:
ORCA calculation (wB97M-V/def2-TZVPD) on a structure of composition C18H10AlCl5OPS6Sb.

Geometry as ORCA input:
```
! wB97M-V def2-TZVPD RIJCOSX def2/J DEFGRID3
* xyz -2 1
Al 1.74 -1.36 -0.62
Cl -0.12 -4.94 5.42
C 0.50 -4.29 3.94
C 1.17 -3.07 3.93
Cl 1.38 -2.20 5.41
C 1.68 -2.55 2.75
Cl 2.50 -1.05 2.72
C 1.53 -3.24 1.53
O 2.02 -2.78 0.41
C 0.84 -4.46 1.56
Cl 0.62 -5.28 0.06
C 0.34 -4.98 2.74
Cl -0.50 -6.49 2.73
S 5.53 -2.03 -2.93
Sb 3.74 -0.65 -2.90
S 1.66 -1.91 -2.78
S 3.35 0.17 -0.63
S 3.64 0.99 -4.48
S -0.84 1.44 2.58
P -0.84 0.94 0.69
S -0.43 -1.02 0.26
C -2.49 1.23 -0.07
C -2.99 0.46 -1.12
C -4.20 0.78 -1.71
C -4.92 1.88 -1.27
C -4.44 2.65 -0.23
C -3.23 2.33 0.37
C 0.23 1.98 -0.34
C 1.02 2.96 0.23
C 1.87 3.70 -0.58
C 1.93 3.46 -1.94
C 1.12 2.49 -2.51
C 0.27 1.75 -1.72
H -2.41 -0.39 -1.46
H -4.57 0.17 -2.52
H -5.87 2.13 -1.74
H -5.00 3.51 0.12
H -2.85 2.92 1.20
H 0.98 3.11 1.30
H 2.52 4.44 -0.13
H 2.64 3.99 -2.56
H 1.21 2.26 -3.57
H -0.32 0.95 -2.15
*
```

Results
Orbital gap in eV: 6.154
LUMO in eV: 3.8
Energy above the lowest of the compared OMol25 structures with the same formula, charge and spin in kcal per mole: 0.0
Highest occupied orbital energy in Ha: -0.08679



Entry 6:
ORCA calculation (wB97M-V/def2-TZVPD) on a structure of composition C5H11N.

Geometry as ORCA input:
```
! wB97M-V def2-TZVPD RIJCOSX def2/J DEFGRID3
* xyz 0 1
C 2.50 0.17 0.28
C 1.08 -0.36 0.13
C 0.06 0.74 -0.20
N -1.30 0.23 -0.19
C -2.07 -0.14 0.87
C -1.98 -0.44 -1.14
H 2.87 0.63 -0.65
H 3.19 -0.64 0.54
H 2.57 0.92 1.08
H 1.05 -1.13 -0.65
H 0.76 -0.84 1.06
H 0.25 1.17 -1.19
H 0.11 1.54 0.55
H -2.17 -1.19 1.13
H -2.43 0.61 1.58
H -1.49 -1.15 -1.80
H -3.00 -0.14 -1.38
*
```

Results
Orbital gap (spin up / spin down) in eV: 8.721 / 8.722
LUMO (spin up / spin down) in eV: 1.0 / 1.0
Energy above the lowest of the compared OMol25 structures with the same formula, charge and spin in kcal per mole: 78.7
Highest occupied orbital energy (spin up / spin down) in Ha: -0.28434 / -0.28436